1.
The following is a quantum chemistry calculation of a cluster of 2 separate species, C14H29Br3I2N5O in total in a non-equilibrium geometry, from OMol25.

XYZ file:
```
54
C14H29Br3I2N5O ωB97M-V/def2-TZVPD
C -4.271 1.045 -1.488
C -2.835 0.958 -0.947
C -2.828 0.153 0.356
I -3.284 1.377 2.047
N -1.606 -0.679 0.520
C -1.845 -2.126 0.440
C -2.420 -2.837 1.685
C -1.909 -4.275 1.720
Br -2.029 -1.957 3.359
C -0.421 -0.170 0.648
N 0.727 -0.925 0.709
C 1.270 -1.232 2.057
C 2.782 -0.976 2.167
C 3.117 -0.094 3.353
I 5.148 0.566 3.268
N -0.341 1.236 0.683
C 0.716 1.757 -0.189
Br 2.232 2.389 0.899
C 0.281 2.914 -1.100
C -0.259 2.397 -2.445
Br -0.963 4.084 -0.204
H -4.477 0.195 -2.133
H -4.992 1.019 -0.673
H -4.435 1.969 -2.029
H -2.504 1.968 -0.733
H -2.185 0.479 -1.675
H -3.644 -0.557 0.302
H -2.590 -2.244 -0.344
H -0.963 -2.653 0.104
H -3.500 -2.873 1.598
H -1.720 -4.627 0.705
H -2.634 -4.944 2.167
H -0.961 -4.327 2.246
H 0.684 -1.728 0.097
H 0.766 -0.571 2.762
H 1.032 -2.249 2.355
H 3.319 -1.915 2.290
H 3.137 -0.519 1.250
H 2.505 0.799 3.412
H 3.030 -0.621 4.297
H -0.096 1.497 1.639
H 1.147 0.983 -0.822
H 1.186 3.465 -1.315
H -0.271 1.310 -2.485
H 0.408 2.718 -3.239
H -1.252 2.778 -2.656
C 3.077 0.653 -2.879
O 2.099 0.118 -2.360
N 3.636 1.769 -2.326
N 3.648 0.187 -4.020
H 4.415 2.275 -2.702
H 3.185 2.061 -1.482
H 3.245 -0.632 -4.437
H 4.445 0.613 -4.454
```

Results
LUMO: -3.48 eV
gap between HOMO and LUMO: 8.09 eV
highest occupied orbital energy: -11.56 eV
2S+1: 1
charge: +1

***

2.
The following is a quantum chemistry calculation of a cluster of 2 separate species, C26H41BBrF5N5O8P in total in a non-equilibrium geometry, from OMol25.

XYZ file:
```
88
C26H41BBrF5N5O8P ωB97M-V/def2-TZVPD
N 1.392 -2.946 5.458
C 1.554 -3.009 4.017
O 1.741 -4.082 3.503
C 1.522 -1.708 3.142
C 0.408 -1.862 2.089
N -0.766 -0.927 1.884
B -1.587 -1.699 0.806
O -2.924 -1.498 0.666
O -1.017 -2.554 -0.110
C -0.323 0.254 1.047
C 0.940 1.009 1.401
C 1.748 1.332 0.316
C 2.928 2.019 0.482
C 3.228 2.407 1.777
N 2.506 2.144 2.850
C 1.403 1.449 2.622
C -1.465 1.239 0.651
C -2.740 1.321 1.561
C -3.128 2.819 1.511
C -3.457 3.270 0.094
O -3.703 2.556 -0.829
Br -3.503 5.222 -0.123
C -2.396 0.781 2.975
F -1.486 1.772 3.399
C -3.600 1.023 3.912
F -4.774 1.023 3.241
F -3.798 0.159 4.944
C -3.556 2.409 4.690
F -4.806 2.570 5.168
F -2.769 2.259 5.772
C -1.627 -0.594 3.061
N -0.825 -0.379 4.288
P -2.626 -2.079 3.641
O -2.016 -3.358 3.252
O -2.637 -2.121 5.254
O -4.187 -1.967 3.249
H 1.996 -2.200 5.804
H 0.434 -2.727 5.718
H 2.530 -1.671 2.714
H 1.480 -0.886 3.855
H 0.964 -1.839 1.147
H 0.069 -2.903 2.128
H -3.331 -2.303 0.319
H -0.978 -2.143 -0.984
H -0.074 -0.192 0.073
H 1.486 1.018 -0.706
H 3.577 2.238 -0.357
H 4.163 2.950 1.928
H 0.827 1.199 3.513
H -0.998 2.226 0.596
H -1.821 1.053 -0.368
H -3.587 0.810 1.095
H -2.329 3.466 1.890
H -4.010 3.067 2.116
H -3.279 3.276 4.095
H -0.453 -1.257 4.640
H -1.411 -0.024 5.039
H -3.524 -2.389 5.539
H -4.298 -2.648 2.568
C 3.348 -1.867 -5.285
C 2.153 -1.406 -4.415
C 0.848 -1.553 -5.204
C 0.661 -0.491 -6.284
C 0.838 0.909 -5.705
C 2.152 1.087 -4.941
N 2.378 -0.004 -3.943
O 1.608 0.213 -2.918
C 3.325 1.145 -5.939
C 2.159 2.464 -4.275
C 2.126 -2.395 -3.246
H 3.189 -1.701 -6.348
H 4.271 -1.368 -4.990
H 3.526 -2.937 -5.174
H -0.005 -1.496 -4.518
H 0.806 -2.545 -5.658
H 1.364 -0.653 -7.106
H -0.336 -0.583 -6.718
H 0.781 1.646 -6.509
H -0.007 1.120 -5.040
H 4.283 1.173 -5.417
H 3.258 2.050 -6.544
H 3.343 0.320 -6.647
H 1.304 2.612 -3.614
H 2.110 3.246 -5.032
H 3.072 2.617 -3.696
H 3.037 -2.323 -2.648
H 2.051 -3.414 -3.623
H 1.269 -2.241 -2.588
```

Results
LUMO (alpha / beta): -2.76 / -2.78 eV
gap between HOMO and LUMO (alpha / beta): 8.33 / 9.16 eV
highest occupied orbital energy (alpha / beta): -11.09 / -11.94 eV
2S+1: 2
charge: +1

***

3.
The following is a quantum chemistry calculation of a cluster of 22 separate species, C27H8Cl86O4 in total in a non-equilibrium geometry, from OMol25.

XYZ file:
```
125
C27H8Cl86O4 ωB97M-V/def2-TZVPD
C 1.668 0.961 1.223
C 0.916 2.221 1.491
Cl 1.149 2.774 3.129
C 0.169 2.915 0.637
Cl -0.002 2.321 -1.014
C -0.560 4.218 0.908
O -1.325 4.265 2.115
C -2.227 3.229 2.258
O -2.137 2.469 3.202
C -3.382 3.088 1.261
O -3.025 2.360 0.113
O -3.276 0.985 0.449
H 1.248 0.177 1.860
H 2.703 1.103 1.533
H 1.578 0.627 0.197
H 0.175 5.020 0.934
H -1.206 4.438 0.051
H -4.159 2.535 1.789
H -3.815 4.055 0.993
H -3.189 0.541 -0.413
C 2.187 6.308 -1.469
Cl 1.491 7.132 -0.065
Cl 1.003 6.256 -2.782
Cl 3.624 7.181 -2.006
Cl 2.618 4.653 -1.022
C 2.809 -0.925 5.400
Cl 2.396 0.470 4.398
Cl 4.475 -0.784 5.978
Cl 1.699 -1.022 6.779
Cl 2.631 -2.389 4.419
C 0.490 -2.543 -1.503
Cl -1.106 -3.271 -1.318
Cl 1.613 -3.251 -0.332
Cl 1.100 -2.831 -3.134
Cl 0.390 -0.802 -1.227
C 2.502 -6.680 3.934
Cl 2.153 -5.248 2.956
Cl 4.144 -6.573 4.569
Cl 1.354 -6.766 5.273
Cl 2.347 -8.126 2.928
C 4.457 -6.564 -1.245
Cl 6.142 -6.157 -1.593
Cl 3.413 -5.271 -1.836
Cl 4.041 -8.086 -2.041
Cl 4.241 -6.740 0.505
C -2.345 8.117 -1.535
Cl -1.953 6.652 -0.619
Cl -0.866 9.011 -1.907
Cl -3.144 7.659 -3.042
Cl -3.422 9.138 -0.577
C -1.850 -6.452 1.519
Cl -2.509 -5.646 2.945
Cl -3.047 -6.433 0.216
Cl -0.412 -5.603 0.958
Cl -1.435 -8.122 1.922
C 5.521 -2.052 10.017
Cl 5.012 -1.409 11.583
Cl 4.216 -1.869 8.844
Cl 6.942 -1.162 9.451
Cl 5.931 -3.763 10.187
C 6.343 10.249 -1.939
Cl 4.886 10.463 -0.964
Cl 6.498 11.592 -3.075
Cl 7.757 10.200 -0.883
Cl 6.227 8.727 -2.836
C 5.518 -2.005 0.246
Cl 5.051 -3.612 0.823
Cl 7.250 -1.751 0.473
Cl 5.121 -1.875 -1.473
Cl 4.620 -0.783 1.153
C -3.642 7.282 -7.318
Cl -4.741 7.912 -8.550
Cl -4.576 6.443 -6.072
Cl -2.508 6.150 -8.062
Cl -2.747 8.618 -6.587
C 3.245 -2.794 -6.811
Cl 1.846 -3.831 -6.509
Cl 2.721 -1.326 -7.639
Cl 3.993 -2.344 -5.273
Cl 4.422 -3.658 -7.803
C 3.816 2.887 -6.551
Cl 3.077 3.576 -5.100
Cl 2.666 2.966 -7.892
Cl 5.268 3.805 -6.966
Cl 4.245 1.200 -6.252
C 9.290 -3.430 3.649
Cl 10.350 -2.724 2.420
Cl 7.707 -3.748 2.941
Cl 9.996 -4.941 4.235
Cl 9.117 -2.299 4.996
C -5.292 -3.154 -2.643
Cl -4.678 -4.562 -1.761
Cl -5.468 -3.566 -4.352
Cl -6.861 -2.682 -1.988
Cl -4.159 -1.808 -2.481
C -2.072 -8.277 -3.242
Cl -3.176 -6.894 -3.281
Cl -2.210 -9.184 -4.753
Cl -0.415 -7.691 -3.050
Cl -2.485 -9.332 -1.887
C -9.819 -0.046 -4.075
Cl -8.740 -1.407 -4.390
Cl -10.719 0.352 -5.543
Cl -10.948 -0.486 -2.789
Cl -8.866 1.355 -3.569
C -11.639 -4.755 -1.677
Cl -12.757 -3.388 -1.771
Cl -11.784 -5.735 -3.140
Cl -9.981 -4.159 -1.530
Cl -12.033 -5.743 -0.268
C 0.716 3.529 7.363
Cl 0.159 4.072 8.953
Cl -0.573 3.742 6.178
Cl 2.129 4.476 6.877
Cl 1.158 1.818 7.438
C -12.174 -9.681 0.283
Cl -12.140 -8.844 1.841
Cl -12.194 -11.427 0.552
Cl -13.624 -9.204 -0.608
Cl -10.740 -9.242 -0.649
C 5.681 10.926 3.067
Cl 7.375 11.358 2.804
Cl 4.642 12.194 2.406
Cl 5.330 9.396 2.259
Cl 5.379 10.762 4.800
```

Results
LUMO: -0.15 eV
gap between HOMO and LUMO: 9.24 eV
highest occupied orbital energy: -9.39 eV
2S+1: 1

***

4.
The following is a quantum chemistry calculation of a structure of composition C33H42ClGdN5O4P2SeSi in a non-equilibrium geometry, from OMol25.

XYZ file:
```
90
C33H42ClGdN5O4P2SeSi ωB97M-V/def2-TZVPD
Gd 0.142 0.728 -0.870
C -1.052 -2.697 0.474
C -0.208 -2.720 -0.744
C 0.213 -3.921 -1.310
C 1.258 -3.890 -2.238
C 1.857 -2.669 -2.621
C 1.301 -1.399 -2.089
N 0.301 -1.494 -1.145
N 1.692 -0.155 -2.476
Si 3.244 0.323 -3.129
C 3.767 -0.680 -4.680
C 2.936 2.085 -3.632
C 4.600 0.305 -1.853
H -2.125 -2.891 0.326
H -0.886 -1.735 1.025
H -0.704 -3.482 1.135
H -0.144 -4.916 -0.993
H 1.619 -4.844 -2.599
H 2.655 -2.708 -3.332
H 2.904 -0.779 -5.342
H 4.062 -1.712 -4.421
H 4.640 -0.155 -5.117
H 2.054 2.084 -4.259
H 3.786 2.487 -4.223
H 2.785 2.737 -2.750
H 5.329 -0.504 -1.868
H 4.202 0.233 -0.818
H 5.167 1.247 -1.794
Cl -0.991 2.520 -2.985
C -2.030 3.397 -1.898
C -1.778 4.765 -1.628
C -2.631 5.521 -0.850
C -3.764 4.833 -0.338
C -4.011 3.479 -0.533
C -3.064 2.735 -1.292
P -2.948 0.898 -1.157
C -3.585 0.225 -2.748
C -3.479 -1.118 -3.084
C -3.915 -1.529 -4.330
C -4.522 -0.651 -5.216
C -4.537 0.718 -4.948
C -4.135 1.148 -3.703
C -3.975 0.461 0.247
C -5.056 -0.406 0.004
C -6.076 -0.516 0.925
C -5.970 0.100 2.157
C -4.809 0.818 2.483
C -3.796 1.026 1.509
H -0.874 5.207 -2.075
H -2.467 6.596 -0.574
H -4.463 5.384 0.268
H -4.786 2.951 0.049
H -3.005 -1.872 -2.416
H -3.857 -2.588 -4.539
H -4.883 -1.006 -6.198
H -4.807 1.409 -5.724
H -4.234 2.185 -3.458
H -5.031 -0.918 -0.962
H -6.960 -1.144 0.640
H -6.716 -0.029 2.914
H -4.691 1.227 3.473
H -2.908 1.644 1.786
O 0.415 1.162 1.322
Se 1.522 2.384 1.267
O 2.745 2.087 2.375
O 2.029 2.108 -0.363
O 0.771 3.823 1.298
C 2.450 -1.471 5.821
N 2.925 -2.467 4.806
C 4.342 -2.217 4.448
N 4.591 -0.834 3.960
C 4.100 0.062 4.943
N 2.669 -0.171 5.335
C 1.783 0.152 4.188
P 2.117 -0.936 2.774
C 2.112 -2.577 3.586
C 3.983 -0.611 2.647
H 3.021 -1.647 6.727
H 1.420 -1.662 6.120
H 2.918 -3.408 5.348
H 4.652 -2.919 3.666
H 4.941 -2.400 5.335
H 4.115 1.111 4.574
H 4.677 -0.004 5.898
H 1.959 1.198 3.847
H 0.747 0.106 4.528
H 2.552 -3.370 2.973
H 1.137 -2.985 3.899
H 4.184 0.423 2.314
H 4.481 -1.284 1.911
```

Results
LUMO (alpha / beta): -3.63 / -2.65 eV
gap between HOMO and LUMO (alpha / beta): 6.42 / 7.46 eV
highest occupied orbital energy (alpha / beta): -10.05 / -10.11 eV
ΔE to the lowest compared entry with this formula, charge and spin: 0.2263 eV
2S+1: 8
charge: +1

***

5.
The following is a quantum chemistry calculation of a structure of composition C2H3N3O3 in a non-equilibrium geometry, from OMol25.

XYZ file:
```
11
C2H3N3O3 ωB97M-V/def2-TZVPD
C -0.195 -0.443 0.053
C -1.651 -0.612 -0.124
H 1.840 0.771 -0.208
H 3.163 -0.506 -0.263
H -0.569 0.907 1.340
N 1.965 -0.298 -0.295
N 0.927 -1.200 0.243
N -0.975 1.532 0.296
O 0.084 0.816 -0.565
O -2.229 0.626 -0.282
O -2.360 -1.593 -0.195
```

Results
LUMO: -0.91 eV
gap between HOMO and LUMO: 8.65 eV
highest occupied orbital energy: -9.57 eV
ΔE to the lowest compared entry with this formula, charge and spin: 7.2165 eV
2S+1: 1

***

6.
The following is a quantum chemistry calculation of a cluster of 2 separate species, C6H16O2 in total in a non-equilibrium geometry, from OMol25.

XYZ file:
```
24
C6H16O2 ωB97M-V/def2-TZVPD
C -0.408 1.184 -1.566
O -1.668 1.370 -0.937
C 0.576 1.293 -0.360
C 0.714 0.069 0.521
C 1.943 0.126 1.444
C 0.778 -1.200 -0.353
C 1.273 -2.483 0.315
H -0.139 2.117 -2.068
H -0.330 0.288 -2.165
H -2.428 0.906 -1.290
H 1.583 1.607 -0.661
H 0.179 2.200 0.103
H -0.071 -0.130 1.256
H 2.818 -0.131 0.848
H 1.803 -0.573 2.264
H 2.030 1.080 1.968
H 1.248 -1.008 -1.319
H -0.259 -1.431 -0.635
H 0.637 -2.781 1.146
H 2.320 -2.356 0.587
H 1.218 -3.286 -0.420
H -2.753 -1.043 0.805
H -2.001 0.307 0.848
O -2.871 -0.092 0.719
```

Results
LUMO: 0.79 eV
gap between HOMO and LUMO: 10.68 eV
highest occupied orbital energy: -9.88 eV
SMILES string: CC[C@@H](C)CCO.O
ΔE to the lowest compared entry with this formula, charge and spin: 0.8400 eV
2S+1: 1

***

| no. | DFT total energy (eV) |
| --- | --- |
| 1 | -250810.113 |
| 2 | -145048.005 |
| 3 | -1113236.916 |
| 4 | -175695.286 |
| 5 | -12726.741 |
| 6 | -10575.701 |